# C19H59B2O11

A cluster of 9 separate species, C19H59B2O11 in total (the ωB97M-V functional and the def2-TZVPD basis, OMol25).

As for the total energy: -1636.7302 Ha. The charge is -1. The gap between HOMO and LUMO comes out at 8.07 eV. The calculation puts the LUMO energy at 2.44 eV.

Bonds (Å) are listed after each position.
Geometry (Å):
1 O 1.7831 -0.6491 -4.2497  C2 1.451, H9 0.960
2 C 1.1777 -0.6438 -2.9315  O1 1.451, C3 1.530, H10 1.097, H11 1.091
3 C 0.8930 -2.0383 -2.3696  C2 1.530, B4 1.652, H12 1.104, H13 1.099
4 B 1.3303 -2.3005 -0.7983  C3 1.652, C5 1.652, H14 1.247, H15 1.246
5 C 2.9358 -2.6598 -0.6537  B4 1.652, B6 1.560, H16 1.103, H17 1.104
6 B 3.8912 -1.4266 -0.6881  C5 1.560, O7 1.381, O8 1.389
7 O 3.4303 -0.1451 -0.4610  B6 1.381, H18 0.968
8 O 5.2585 -1.4544 -0.9282  B6 1.389, H19 0.957
9 H 1.6396 -1.5333 -4.5962  O1 0.960
10 H 0.2508 -0.0606 -3.0014  C2 1.097
11 H 1.8655 -0.0837 -2.2956  C2 1.091
12 H 1.4132 -2.7701 -3.0126  C3 1.104
13 H -0.1789 -2.2500 -2.4868  C3 1.099
14 H 1.0626 -1.2856 -0.1250  B4 1.247
15 H 0.6410 -3.2367 -0.3493  B4 1.246
16 H 3.2519 -3.4044 -1.4037  C5 1.103
17 H 3.1199 -3.1530 0.3162  C5 1.104
18 H 2.5840 -0.1780 0.0077  O7 0.968
19 H 5.5156 -2.2710 -1.3563  O8 0.957
20 C -1.2826 -3.9269 2.2546  C21 1.518, H23 1.091, H24 1.092, H25 1.092
21 C -2.0610 -2.6586 1.9570  C20 1.518, O22 1.411, H26 1.096, H27 1.098
22 O -1.3198 -1.7033 1.2303  C21 1.411, H28 0.968
23 H -0.3731 -3.6883 2.8074  C20 1.091
24 H -1.8882 -4.6217 2.8393  C20 1.092
25 H -0.9862 -4.4158 1.3247  C20 1.092
26 H -2.3365 -2.1640 2.8955  C21 1.096
27 H -2.9889 -2.9003 1.4218  C21 1.098
28 H -0.9612 -2.0981 0.4220  O22 0.968
29 C 4.6855 2.3020 -3.3007  C30 1.516, H32 1.091, H33 1.092, H34 1.091
30 C 5.2866 2.9727 -2.0816  C29 1.516, O31 1.421, H35 1.092, H36 1.096
31 O 4.5627 2.6630 -0.8981  C30 1.421, H37 0.970
32 H 3.6468 2.6061 -3.4373  C29 1.091
33 H 5.2419 2.5710 -4.2011  C29 1.092
34 H 4.7015 1.2155 -3.1986  C29 1.091
35 H 5.2485 4.0598 -2.1742  C30 1.092
36 H 6.3383 2.6861 -1.9687  C30 1.096
37 H 4.5582 1.6987 -0.7904  O31 0.970
38 C -4.8175 -0.3904 0.2041  C39 1.516, H41 1.090, H42 1.092, H43 1.092
39 C -5.9141 -1.0427 1.0221  C38 1.516, O40 1.425, H44 1.091, H45 1.096
40 O -5.3991 -2.0182 1.9245  C39 1.425, H46 0.964
41 H -4.2553 -1.1393 -0.3541  C38 1.090
42 H -5.2380 0.3301 -0.5000  C38 1.092
43 H -4.1090 0.1379 0.8452  C38 1.092
44 H -6.6095 -1.5849 0.3796  C39 1.091
45 H -6.4911 -0.2871 1.5672  C39 1.096
46 H -4.7856 -1.5602 2.5105  O40 0.964
47 C 2.0168 5.1316 -0.9006  C48 1.515, H50 1.093, H51 1.090, H52 1.091
48 C 0.7910 4.2487 -1.0168  C47 1.515, O49 1.423, H53 1.091, H54 1.095
49 O 0.6925 3.5999 -2.2797  C48 1.423, H55 0.964
50 H 1.9993 5.8908 -1.6861  C47 1.093
51 H 2.0405 5.6307 0.0685  C47 1.090
52 H 2.9321 4.5464 -0.9992  C47 1.091
53 H -0.1153 4.8497 -0.9261  C48 1.091
54 H 0.7762 3.5070 -0.2109  C48 1.095
55 H 1.4409 2.9987 -2.3653  O49 0.964
56 C -4.4428 -6.0166 3.5134  C57 1.515, H59 1.091, H60 1.092, H61 1.091
57 C -5.3515 -5.1217 4.3320  C56 1.515, O58 1.426, H62 1.091, H63 1.096
58 O -4.7105 -3.8702 4.5710  C57 1.426, H64 0.965
59 H -3.5182 -6.2087 4.0602  C56 1.091
60 H -4.9144 -6.9730 3.2770  C56 1.092
61 H -4.1852 -5.5244 2.5742  C56 1.091
62 H -5.5806 -5.5549 5.3066  C57 1.091
63 H -6.3012 -4.9548 3.8100  C57 1.096
64 H -4.5851 -3.5152 3.6828  O58 0.965
65 C 3.4559 1.6298 2.8194  C66 1.518, H68 1.091, H69 1.092, H70 1.092
66 C 2.9599 2.9745 2.3192  C65 1.518, O67 1.417, H71 1.092, H72 1.097
67 O 3.9860 3.7491 1.7237  C66 1.417, H73 0.970
68 H 4.2590 1.7671 3.5457  C65 1.091
69 H 2.6465 1.0687 3.2915  C65 1.092
70 H 3.8389 1.0295 1.9912  C65 1.092
71 H 2.5729 3.5737 3.1466  C66 1.092
72 H 2.1340 2.8209 1.6133  C66 1.097
73 H 4.3061 3.2593 0.9500  O67 0.970
74 C 1.1371 9.1937 -1.4121  C75 1.517, H77 1.090, H78 1.092, H79 1.093
75 C -0.1721 8.7534 -0.7857  C74 1.517, O76 1.419, H80 1.090, H81 1.097
76 O 0.0161 7.8627 0.3027  C75 1.419, H82 0.962
77 H 1.7073 8.3268 -1.7449  C74 1.090
78 H 0.9558 9.8456 -2.2687  C74 1.092
79 H 1.7451 9.7474 -0.6921  C74 1.093
80 H -0.7715 8.1965 -1.5066  C75 1.090
81 H -0.7578 9.6274 -0.4758  C75 1.097
82 H 0.5450 8.2997 0.9772  O76 0.962
83 C -2.6003 -5.1606 -1.7726  C84 1.516, H86 1.090, H87 1.091, H88 1.093
84 C -3.1918 -6.1137 -0.7528  C83 1.516, O85 1.422, H89 1.090, H90 1.097
85 O -3.8752 -5.4334 0.2928  C84 1.422, H91 0.963
86 H -1.9163 -4.4610 -1.2914  C83 1.090
87 H -2.0510 -5.7079 -2.5405  C83 1.091
88 H -3.3870 -4.5862 -2.2690  C83 1.093
89 H -2.4016 -6.6766 -0.2549  C84 1.090
90 H -3.8572 -6.8364 -1.2405  C84 1.097
91 H -4.5866 -4.9129 -0.0945  O85 0.963